Molecular formula: C3H11N3
Method: DFT, ωB97M-V with the def2-TZVPD basis set

The SMILES is C=CN.NCN. Its frontier orbital gap is 8.99 eV. Its max |F| is 0.0326 hartree/bohr. For the relative energy (zero: lowest compared OMol25 entry of this formula, charge and spin), the calculation gives 48.02 kcal/mol. The calculated total energy comes out at -7758.002 eV.

Geometry as ORCA input:
```
! RIJCOSX wB97M-V def2-TZVPD def2/J DEFGRID3
* xyz 0 1
C -2.8791 3.1257 -0.4071
C -1.9081 4.0275 -0.1736
N -1.0563 4.1984 0.8951
H -2.7706 2.0592 -0.2636
H -3.6419 3.4844 -1.0791
H -1.9047 4.9128 -0.8031
H -1.0218 3.5508 1.6618
H -0.8444 5.1572 1.0833
N 2.4567 -2.3803 0.2857
C 2.1232 -3.6240 -0.3262
N 0.6565 -3.8188 -0.3437
H 2.0813 -1.6099 -0.2349
H 2.7711 -2.3005 1.2300
H 2.4037 -3.5986 -1.3860
H 2.6249 -4.4439 0.1730
H 0.4917 -4.6411 -0.9161
H 0.4178 -4.0988 0.6043
*
```